Record 1
DFT (wB97M-V/def2-TZVPD) results for an isolated molecule of C5H10N2 in a non-equilibrium geometry.

The value obtained for the LUMO energy is 0.48 eV. As for the relative energy (zero: lowest compared OMol25 entry of this formula, charge and spin): 62.6 kcal/mol. As for the total charge: 0. Its multiplicity is 1. As for the orbital gap: 8.6 eV.

```
17
C5H10N2 (wB97M-V/def2-TZVPD)
C 0.23748 1.64144 0.64212
C 0.73862 0.23634 0.99885
C 0.42096 -0.80359 -0.06374
C 0.53448 -2.09640 0.31952
C -0.48305 -1.09079 -2.21727
N -0.35624 -0.40188 -1.16892
N -1.21935 1.76442 0.79997
H 0.69476 2.31909 1.36334
H 0.44773 1.78235 -0.41429
H 0.30295 -0.07126 1.95052
H 1.82416 0.24378 1.09125
H 0.35636 -2.29474 1.36737
H 0.71473 -2.90046 -0.38188
H 0.34333 -1.66783 -2.65000
H -1.34799 -1.03446 -2.87500
H -1.62245 1.85727 -0.12179
H -1.58649 2.51670 1.35995
```


Record 2
DFT (wB97M-V/def2-TZVPD) results for an isolated molecule of C6H14ClN2O2P in a non-equilibrium geometry.

The value obtained for the LUMO energy is 0.73 eV. As for the relative energy (zero: lowest compared OMol25 entry of this formula, charge and spin): 0.0 kcal/mol. As for the total charge: 0. Its multiplicity is 1. As for the orbital gap: 9.7 eV.

```
26
C6H14ClN2O2P (wB97M-V/def2-TZVPD)
C -1.38056 0.86086 -1.56695
C -1.14615 1.09392 -0.05235
C -1.88859 -0.55536 -1.63881
C 2.02610 -0.04387 -0.75571
C 2.11891 0.64856 1.66879
C 1.30211 0.73863 0.38796
N -0.04528 0.34211 0.52020
N -1.77463 -1.43145 1.69905
O 0.45904 -2.46411 0.52209
O -1.15766 -1.52002 -0.99045
P -0.57309 -1.41587 0.47883
Cl 3.64510 1.44686 1.28198
H -2.14153 1.50029 -1.95578
H -0.56047 0.97629 -2.23811
H -0.97613 2.16136 0.21481
H -2.11146 0.78767 0.36844
H -3.03925 -0.49712 -1.31639
H -1.78503 -0.88698 -2.63225
H 2.38513 -0.98351 -0.22796
H 1.48261 -0.35445 -1.60912
H 3.00535 0.46111 -1.00085
H 2.38068 -0.38445 2.03656
H 1.58029 1.30803 2.40964
H 1.49612 1.77653 -0.05283
H -1.32578 -1.19676 2.59698
H -1.97584 -2.36827 1.85223
```


Record 3
DFT (wB97M-V/def2-TZVPD) results for a cluster of 6 separate species, C36H87BFN5O15 in total in a non-equilibrium geometry.

The value obtained for the LUMO energy is 0.20 eV. As for the relative energy (zero: lowest compared OMol25 entry of this formula, charge and spin): 57.5 kcal/mol. As for the total charge: 0. Its multiplicity is 1. As for the orbital gap: 8.8 eV.

```
145
C36H87BFN5O15 (wB97M-V/def2-TZVPD)
C -0.84962 1.63763 -10.68509
C 0.76986 1.70687 -10.54274
O 1.21685 2.66267 -11.54964
B 2.18945 3.57682 -10.99257
O 3.33977 3.00153 -10.35121
O 1.95961 5.02271 -11.15607
C 1.49524 5.51351 -9.89492
O 1.34059 6.74018 -9.69179
O 1.27722 4.51835 -8.90059
C 1.92983 4.85477 -7.65164
F 1.44477 3.92765 -6.66857
C 3.52409 4.97161 -7.72089
C 4.32883 3.72677 -7.09828
H -1.34091 2.60817 -10.33837
H -1.04751 1.47005 -11.80299
H -1.26291 0.74589 -10.10432
H 1.08706 1.96827 -9.47850
H 1.12999 0.62774 -10.75327
H 4.11487 3.54532 -10.61999
H 1.53915 5.89075 -7.31940
H 3.80601 5.89587 -7.08405
H 3.94972 5.17021 -8.75967
H 4.69630 3.05362 -7.94729
H 5.28468 4.16784 -6.61512
H 3.78468 3.16360 -6.27178
C -1.51084 3.73528 -3.32780
O -0.68146 2.58556 -3.41110
C 0.66029 2.88814 -3.80339
C 1.62448 2.64240 -2.64158
N 1.45031 3.64369 -1.58792
C 2.16321 3.32388 -0.34890
C 1.72610 2.06216 0.41073
O 0.41809 2.14537 0.96687
C -0.62912 1.79076 0.07393
H -2.53834 3.39730 -3.17741
H -1.22742 4.36121 -2.48027
H -1.47163 4.31423 -4.25503
H 0.75657 3.90438 -4.19552
H 0.91153 2.19682 -4.61194
H 2.65321 2.68714 -3.01290
H 1.43708 1.63278 -2.26177
H 0.46308 3.73099 -1.37386
H 2.02558 4.18106 0.31859
H 3.23587 3.26132 -0.56166
H 2.40199 1.95267 1.26614
H 1.84296 1.14795 -0.18080
H -0.32628 1.02368 -0.64304
H -0.99691 2.67996 -0.44379
H -1.45590 1.39722 0.66936
C 4.75042 5.87945 2.26721
O 4.89856 5.33268 3.56934
C 4.07011 4.18833 3.79381
C 4.92408 2.92610 3.92232
N 5.50939 2.55002 2.63405
C 6.52901 1.50301 2.73400
C 7.80786 1.83615 3.51793
O 8.62225 2.82806 2.90223
C 8.26046 4.16588 3.21212
H 5.29259 6.82687 2.23652
H 5.17686 5.21433 1.51472
H 3.69818 6.07819 2.04416
H 3.30369 4.07579 3.02089
H 3.55831 4.35659 4.74509
H 4.29874 2.10476 4.28606
H 5.70168 3.12494 4.66683
H 5.93362 3.36830 2.21150
H 6.82037 1.25433 1.70847
H 6.07260 0.60191 3.15751
H 8.41822 0.92683 3.53751
H 7.61111 2.08609 4.56578
H 7.84502 4.26420 4.21810
H 7.55907 4.54830 2.46692
H 9.16341 4.77807 3.15149
C -0.99836 -1.06971 2.26787
O -2.00617 -1.11811 1.26540
C -2.08845 -2.38982 0.61588
C -3.39652 -3.09177 0.98272
N -3.38596 -3.53302 2.37800
C -4.69113 -3.98671 2.86259
C -5.81988 -2.94645 2.92251
O -5.60769 -1.92053 3.88614
C -4.82449 -0.83088 3.42039
H -0.90119 -0.03320 2.59777
H -1.27652 -1.67980 3.12849
H -0.03313 -1.39505 1.86859
H -1.22083 -3.02074 0.83142
H -2.09359 -2.19081 -0.45947
H -3.53346 -3.96007 0.33322
H -4.21498 -2.38864 0.79728
H -3.07782 -2.76588 2.96534
H -4.53080 -4.36612 3.87707
H -5.01933 -4.83869 2.25746
H -6.72440 -3.47228 3.24700
H -6.05812 -2.52010 1.94251
H -4.96513 -0.64109 2.35336
H -3.77006 -1.00407 3.64582
H -5.13148 0.06120 3.97108
C -3.42355 -0.21071 6.33395
O -2.27748 0.42667 5.78623
C -2.16662 1.80268 6.15963
C -0.97317 2.00814 7.09377
N -1.22438 1.42075 8.41075
C -0.03670 1.36475 9.26596
C 1.12799 0.47804 8.79852
O 0.83297 -0.91453 8.80177
C 0.19502 -1.38652 7.62404
H -3.50901 -1.19810 5.87601
H -3.32093 -0.34002 7.41241
H -4.33134 0.35401 6.10512
H -3.09134 2.18626 6.60082
H -1.98299 2.36172 5.23814
H -0.78726 3.08056 7.20847
H -0.09738 1.55382 6.61902
H -1.57544 0.47710 8.29110
H -0.37191 0.99155 10.23895
H 0.33098 2.38327 9.43059
H 1.94004 0.60708 9.52227
H 1.53766 0.78927 7.83170
H 0.50464 -0.83641 6.73182
H -0.89027 -1.34802 7.74269
H 0.46972 -2.43600 7.49372
C -5.72572 -10.70899 -1.94003
O -4.49224 -10.45074 -1.28473
C -3.38670 -10.35251 -2.18653
C -2.86225 -8.91651 -2.23478
N -3.80769 -8.03021 -2.91575
C -3.48399 -6.60838 -2.77938
C -3.52894 -6.00699 -1.36613
O -4.83456 -5.95342 -0.80093
C -5.24520 -7.14536 -0.14666
H -6.47454 -10.92048 -1.17384
H -6.05451 -9.83955 -2.51119
H -5.64650 -11.58247 -2.59353
H -3.63535 -10.72174 -3.18587
H -2.59832 -10.99381 -1.78364
H -1.90702 -8.90075 -2.76867
H -2.68803 -8.59136 -1.20398
H -4.73604 -8.18311 -2.53791
H -4.20586 -6.06499 -3.39746
H -2.49651 -6.42524 -3.21633
H -3.20344 -4.96462 -1.45082
H -2.82345 -6.48481 -0.67810
H -4.40955 -7.67931 0.31242
H -5.77882 -7.79343 -0.84555
H -5.95028 -6.86774 0.64074
```


Record 4
DFT (wB97M-V/def2-TZVPD) results for a structure of composition C2H11N5 in a non-equilibrium geometry.

The value obtained for the LUMO energy (spin up / spin down) is 0.53 / 0.53 eV. As for the relative energy (zero: lowest compared OMol25 entry of this formula, charge and spin): 124.4 kcal/mol. As for the total charge: 0. Its multiplicity is 1. As for the orbital gap (spin up / spin down): 7.3 / 7.3 eV.

```
18
C2H11N5 (wB97M-V/def2-TZVPD)
C 1.34890 0.74237 -0.53260
N 1.54566 0.03753 0.62735
N 1.66195 0.11338 -1.78658
H 2.10370 -0.79726 0.44228
H 1.02310 -0.64990 -1.97615
H 1.66325 0.76410 -2.55952
H 0.49523 -0.58899 0.88201
H 1.65360 1.78831 -0.47733
H -0.09777 0.76413 -0.38653
N -1.23828 0.35125 0.15839
N -1.50475 1.36273 1.12441
C -0.91870 -0.99398 0.58193
N -0.91537 -1.85847 -0.41162
H -1.89986 0.37960 -0.61211
H -0.61301 1.59875 1.55535
H -2.11432 0.98356 1.84436
H -0.91310 -2.81599 -0.07799
H -1.28022 -1.18113 1.60438
```


Record 5
DFT (wB97M-V/def2-TZVPD) results for a structure of composition C6H4N2O3Pb in a non-equilibrium geometry.

The value obtained for the LUMO energy is -8.79 eV. As for the relative energy (zero: lowest compared OMol25 entry of this formula, charge and spin): 13.2 kcal/mol. As for the total charge: +2. Its multiplicity is 1. As for the orbital gap: 8.3 eV.

```
16
C6H4N2O3Pb (wB97M-V/def2-TZVPD)
O 3.48928 -0.13542 0.33122
C 2.34634 -0.08742 0.25970
Pb -0.01228 0.00360 0.02296
C -0.79176 -2.02210 -0.92769
C -0.59929 1.82994 -1.36841
O -1.14850 -2.97919 -1.42198
O -0.86451 2.68041 -2.06935
N -1.18581 0.53930 4.15777
C -2.49555 0.52885 3.64612
C -2.35811 0.36537 2.31258
N -0.95205 0.28326 2.07283
C -0.24443 0.39284 3.22568
H -0.87560 0.64292 5.13042
H -3.39373 0.62946 4.20690
H -3.02388 0.28415 1.41112
H 0.91379 0.35497 3.28510
```


Record 6
DFT (wB97M-V/def2-TZVPD) results for a structure of composition C31H39N4O4P2PtS in a non-equilibrium geometry.

The value obtained for the LUMO energy (spin up / spin down) is -7.84 / -12.59 eV. As for the relative energy (zero: lowest compared OMol25 entry of this formula, charge and spin): 6.9 kcal/mol. As for the total charge: +3. Its expectation value of S² is 6.02. Its multiplicity is 5. As for the orbital gap (spin up / spin down): 7.3 / 3.8 eV.

```
82
C31H39N4O4P2PtS (wB97M-V/def2-TZVPD)
Pt 0.33748 0.31993 0.34155
C 3.48037 -0.65506 -0.86493
P 2.62897 -0.04683 0.61173
C 3.56657 1.38276 1.19408
C 2.78125 -1.31341 1.88613
C 3.97629 -2.00060 2.08860
C 4.07908 -2.91976 3.11918
C 2.99756 -3.15228 3.95919
C 1.80682 -2.47283 3.76801
C 1.69039 -1.55199 2.72926
P 0.17645 -0.61496 2.45209
C 0.05598 0.62698 3.75812
C -1.20948 -1.74943 2.69357
H 4.55126 -0.74419 -0.66992
H 3.34288 0.04843 -1.68613
H 3.08705 -1.62975 -1.15199
H 4.54996 1.05374 1.53407
H 3.04388 1.85897 2.02295
H 3.68626 2.11187 0.39243
H 4.82996 -1.82828 1.44613
H 5.00418 -3.45612 3.26875
H 3.08440 -3.86744 4.76412
H 0.97581 -2.67129 4.43155
H 0.11060 0.14660 4.73693
H -0.88903 1.16330 3.68029
H 0.87539 1.33934 3.66556
H -1.17826 -2.17851 3.69658
H -1.17053 -2.55436 1.96134
H -2.14718 -1.20506 2.58464
C -6.41134 0.10722 -7.08351
C -6.36576 0.34394 -5.62249
S -4.69601 1.37645 -5.19513
O -4.85338 2.54650 -5.99891
O -3.66071 0.39472 -5.29748
C -4.91205 1.82423 -3.40292
C -3.73506 2.62081 -2.84974
N -2.51853 1.85932 -2.58632
C -2.23406 1.24405 -1.40765
N -1.01142 0.73556 -1.41760
C -0.45473 1.04748 -2.62993
C -1.35980 1.75598 -3.34468
N -1.17091 2.30126 -4.66188
O -0.06989 2.19923 -5.12617
O -2.09096 2.94403 -5.13979
C -3.18470 1.13657 -0.27675
H -7.33200 -0.49263 -7.19530
H -5.58376 -0.49655 -7.44949
H -6.52949 1.01935 -7.66263
H -6.17967 -0.52341 -4.99334
H -7.10240 1.03541 -5.21926
H -5.09308 0.86654 -2.92180
H -5.80850 2.44002 -3.41366
H -4.08478 3.02136 -1.89573
H -3.49668 3.47112 -3.48411
H 0.53720 0.75348 -2.92491
H -3.71192 2.07007 -0.09065
H -2.62838 0.88931 0.62821
H -3.90982 0.34032 -0.45274
N 0.23885 2.36968 0.73519
C 0.18077 3.54580 0.28993
C 1.41121 4.27139 -0.08102
C 1.56691 5.60867 0.27866
C 2.72295 6.27957 -0.08222
C 3.70355 5.63006 -0.82193
C 3.53996 4.30274 -1.19943
C 2.39748 3.61801 -0.82032
C -1.16490 4.14578 0.09190
C -2.20023 3.88151 0.98632
C -3.45733 4.41789 0.76058
C -3.68154 5.20923 -0.36099
C -2.65036 5.47355 -1.25541
C -1.38561 4.95169 -1.02774
H 0.79632 6.11640 0.84309
H 2.85863 7.31147 0.20390
H 4.59516 6.16428 -1.11505
H 4.29751 3.81179 -1.79282
H 2.24642 2.58708 -1.12263
H -2.00569 3.29512 1.87369
H -4.25490 4.24820 1.46956
H -4.65527 5.65227 -0.51910
H -2.82084 6.12145 -2.10421
H -0.56770 5.17836 -1.69906
```


Record 7
DFT (wB97M-V/def2-TZVPD) results for an isolated molecule of C4H8O3 in a non-equilibrium geometry.

The value obtained for the LUMO energy is 0.93 eV. As for the relative energy (zero: lowest compared OMol25 entry of this formula, charge and spin): 27.9 kcal/mol. As for the total charge: 0. Its multiplicity is 1. As for the orbital gap: 11.4 eV.

```
15
C4H8O3 (wB97M-V/def2-TZVPD)
C -1.52805 1.07008 -0.49557
C -0.10378 0.55070 -0.53861
O 0.55077 0.72338 0.71736
C 0.01957 -0.95680 -0.74589
O 1.27285 -1.26129 -0.16548
C 1.50781 -0.36330 0.87578
O 1.31170 -0.86711 2.12721
H -2.10221 0.55375 0.28117
H -2.01926 0.90664 -1.46295
H -1.54226 2.14199 -0.28127
H 0.46956 1.07793 -1.31530
H 0.34672 -0.75161 2.19808
H 0.05371 -1.26238 -1.79340
H -0.79248 -1.49798 -0.23567
H 2.55534 -0.06400 0.83453
```


Record 8
DFT (wB97M-V/def2-TZVPD) results for an isolated molecule of C6H12O.

The value obtained for the LUMO energy is 1.01 eV. As for the relative energy (zero: lowest compared OMol25 entry of this formula, charge and spin): 22.8 kcal/mol. As for the total charge: 0. Its multiplicity is 1. As for the orbital gap: 11.1 eV.

```
19
C6H12O (wB97M-V/def2-TZVPD)
C -0.94004 0.59922 2.12295
C 0.10462 0.49909 1.02623
O 1.37320 0.51157 1.66768
C -0.04743 -0.75639 0.19584
C -1.08052 -0.87255 -0.88894
C 0.37733 -0.81475 -1.25210
C 0.92226 0.39231 -1.98830
H -1.94362 0.63357 1.68753
H -0.77789 1.50241 2.71973
H -0.87299 -0.26828 2.78774
H 0.00940 1.38114 0.37258
H 2.03175 0.29043 0.99700
H 0.13205 -1.65802 0.78211
H -1.68194 0.00773 -1.11076
H -1.61427 -1.81309 -0.99105
H 0.82483 -1.75784 -1.56187
H 0.36461 1.30191 -1.74028
H 0.83921 0.24735 -3.07011
H 1.97943 0.57419 -1.75597
```